No. 1
Computed, not measured: a structure of composition C25H26AuN7O2Si in a non-equilibrium geometry, with wB97M-V/def2-TZVPD.

Its expectation value of S² is 2.031. The lowest unoccupied orbital energy (spin up / spin down) is 0.1 / -1.4 eV. The calculation puts the frontier orbital gap (spin up / spin down) at 6.137 / 6.046 eV. The energy above the lowest of the compared OMol25 structures with the same formula, charge and spin comes out at 1.369 eV.

```
! wB97M-V def2-TZVPD RIJCOSX def2/J DEFGRID3
* xyz 0 3
Au -0.3788 -0.0163 -1.7227
C -3.4604 2.1331 -3.9499
C -2.1442 1.9156 -3.1758
O -1.4018 0.9678 -3.5842
C -1.8379 2.9349 -2.2576
C -0.7340 3.0242 -1.3461
C -0.5458 4.2474 -0.4908
N 0.1018 2.0017 -1.2321
N 1.3832 2.2573 -0.8513
C 2.0935 1.1688 -0.6652
O 1.7682 -0.0444 -0.9406
C 3.4679 1.2508 -0.1068
C 4.2886 0.0936 -0.2092
C 5.6205 0.1683 0.1404
C 6.1115 1.3400 0.7301
C 5.2220 2.3548 1.0680
C 3.9431 2.3712 0.5429
H -4.0398 2.9954 -3.5616
H -3.9859 1.1909 -3.8674
H -3.2276 2.3498 -4.9754
H -2.5774 3.7124 -2.2540
H -0.4760 5.1397 -1.1240
H 0.3703 4.2039 0.0601
H -1.3874 4.3259 0.2178
H 3.7564 -0.8527 -0.4902
H 6.2155 -0.7351 0.1220
H 7.1538 1.2246 1.0198
H 5.4830 3.1306 1.7891
H 3.2653 3.2285 0.6377
N -0.7761 -5.1933 -1.9008
N -1.0666 -3.9372 -2.4854
N -1.8449 -3.6019 -3.5128
C -1.7443 -2.3008 -3.5204
N -0.8856 -1.8303 -2.5939
N -0.4298 -2.9183 -1.9871
H -1.3274 -5.9293 -2.4040
H 0.2724 -5.3399 -1.9272
H -2.2121 -1.5990 -4.1954
C 1.0392 -4.0892 3.2594
C 1.1082 -4.2357 1.8474
C 0.5309 -3.2794 1.0735
C -0.3502 -2.2743 1.5790
C -0.3131 -2.1410 2.9269
C 0.3193 -3.0613 3.8134
Si -1.2618 -1.1727 0.3193
C -1.6761 0.3378 1.2788
C -3.0356 0.6661 1.1996
C -3.6572 1.4584 2.2031
C -2.8622 1.9513 3.2339
C -1.4986 1.7273 3.2342
C -0.8921 0.9207 2.2847
H 1.5963 -4.7637 3.8628
H 1.6140 -5.1119 1.4712
H 0.6812 -3.2163 -0.0127
H -0.7013 -1.2698 3.4127
H 0.3014 -2.8727 4.9228
H -2.4970 -2.0071 -0.0277
H -3.5773 0.2462 0.3466
H -4.7611 1.5762 2.1414
H -3.3496 2.5035 4.0255
H -0.8532 2.1172 4.0816
H 0.0627 0.5577 2.5267
*
```


No. 2
Computed, not measured: a structure of composition C32H37AsBrINO6W in a non-equilibrium geometry, with wB97M-V/def2-TZVPD.

Its expectation value of S² is 2.030. The lowest unoccupied orbital energy (spin up / spin down) is -8.5 / -11.5 eV. The calculation puts the frontier orbital gap (spin up / spin down) at 7.145 / 4.092 eV. The energy above the lowest of the compared OMol25 structures with the same formula, charge and spin comes out at 5.349 eV.

```
! wB97M-V def2-TZVPD RIJCOSX def2/J DEFGRID3
* xyz 3 3
W 0.7438 0.3332 0.1817
C 2.4269 3.4478 0.8355
O 1.9951 2.2230 1.4538
C 1.7248 2.3984 2.8358
C 1.4003 1.0362 3.3708
O 0.4179 0.4436 2.5010
C -0.8655 0.1776 3.1178
C -1.5118 -0.9358 2.3549
O -1.6277 -0.5221 0.9875
C -2.9806 -0.1239 0.6882
H 1.6690 4.2194 0.9838
H 2.5581 3.2612 -0.2235
H 3.3686 3.7644 1.2850
H 0.8861 3.0914 2.9611
H 2.6026 2.8089 3.3423
H 0.9953 1.1069 4.3789
H 2.2723 0.3823 3.3971
H -1.4624 1.0921 3.0721
H -0.7019 -0.1110 4.1559
H -2.4951 -1.1695 2.7636
H -0.8986 -1.8300 2.3934
H -3.6118 -1.0139 0.7116
H -2.9984 0.3295 -0.2934
H -3.3356 0.6072 1.4161
N 2.9856 -0.2123 0.6136
C 3.3120 -0.5530 -0.8042
C 2.0653 -0.0183 -1.4087
O 1.6013 -1.7154 -3.1074
O 1.8250 1.2880 -1.0584
H 3.5076 0.6028 0.9184
H 3.1785 -0.9976 1.2265
H 3.3864 -1.6291 -0.9479
H 4.2151 -0.0853 -1.1978
O 0.7179 -1.5323 0.7446
As 0.1447 -2.3744 -0.6971
C -1.4676 -3.2936 -0.3442
C -1.5261 -4.0474 0.8292
C -2.6295 -4.8507 1.0628
C -3.6475 -4.9267 0.1182
C -3.5640 -4.2098 -1.0653
C -2.4700 -3.3872 -1.3065
C 1.4805 -3.6979 -0.9443
C 1.4013 -4.5482 -2.0446
C 2.2870 -5.6067 -2.1412
C 3.2365 -5.8151 -1.1458
C 3.2971 -4.9752 -0.0450
C 2.4146 -3.9071 0.0648
C -0.0547 -0.6780 -1.6558
C -1.3688 -0.4032 -2.2837
C -1.4281 0.3222 -3.4018
C -0.2273 0.8786 -4.0339
C 0.9925 0.5464 -3.6215
C 1.1849 -0.4880 -2.5483
H -0.7165 -4.0332 1.5503
H -2.6875 -5.4359 1.9706
H -4.5005 -5.5672 0.2986
H -4.3435 -4.2960 -1.8100
H -2.4079 -2.8597 -2.2491
H 0.6671 -4.3973 -2.8263
H 2.2380 -6.2736 -2.9910
H 3.9249 -6.6454 -1.2281
H 4.0240 -5.1562 0.7352
H 2.4361 -3.2764 0.9443
H -2.2708 -0.7867 -1.8346
H -2.3883 0.5216 -3.8599
H -0.3553 1.5645 -4.8608
H 1.8828 0.9562 -4.0852
H 1.8356 -1.5903 -4.0371
Br -2.3770 5.1213 2.9366
C -2.1176 6.2677 1.5739
C -2.6197 7.6002 1.6235
C -2.3885 8.4158 0.5577
C -1.6651 7.9458 -0.5846
C -1.1633 6.6378 -0.6618
C -1.4060 5.8547 0.4149
I -0.9682 2.4419 -0.1239
H -3.1674 7.9292 2.4968
H -2.7510 9.4351 0.5554
H -1.5071 8.6265 -1.4128
H -0.6292 6.2971 -1.5386
*
```


No. 3
Computed, not measured: an isolated molecule of C17H21NO2, with wB97M-V/def2-TZVPD.

The lowest unoccupied orbital energy is 0.5 eV. Its SMILES is O[C@@H](COc1cccc2ccccc12)CN1CCCC1. The calculation puts the frontier orbital gap at 8.691 eV. The energy above the lowest of the compared OMol25 structures with the same formula, charge and spin comes out at 1.299 eV.

```
! wB97M-V def2-TZVPD RIJCOSX def2/J DEFGRID3
* xyz 0 1
O 1.8564 0.2548 3.6269
C 1.3321 0.0909 2.3277
C 0.7325 1.3943 1.7654
O -0.6798 1.4608 1.8972
C -1.3763 0.5954 1.0781
C -2.0836 -0.4290 1.6584
C -2.7736 -1.3619 0.8728
C -2.7269 -1.2832 -0.4898
C -2.0443 -0.2233 -1.1226
C -2.0068 -0.1056 -2.5281
C -1.3813 0.9502 -3.1291
C -0.7957 1.9568 -2.3478
C -0.8034 1.8671 -0.9838
C -1.3891 0.7602 -0.3348
H -0.3900 2.6660 -0.3873
H -0.3449 2.8102 -2.8330
H -1.3529 1.0278 -4.2062
H -2.4929 -0.8668 -3.1223
H -3.2217 -2.0227 -1.1026
H -3.3157 -2.1597 1.3587
H -2.0933 -0.5163 2.7348
H 1.1192 2.2505 2.3240
H 1.0314 1.4696 0.7160
C 2.4765 -0.3847 1.4224
N 2.0220 -0.5233 0.0601
C 3.0602 -0.4908 -0.9521
C 2.2849 -0.8285 -2.2211
H 1.7684 0.0622 -2.5778
H 2.9287 -1.2031 -3.0144
C 1.2633 -1.8710 -1.7437
H 0.2804 -1.6789 -2.1699
H 1.5665 -2.8784 -2.0266
C 1.2462 -1.7221 -0.2146
H 1.6997 -2.6060 0.2661
H 0.2332 -1.6067 0.1738
H 3.8475 -1.2419 -0.7659
H 3.5218 0.4975 -0.9844
H 2.8869 -1.3213 1.8358
H 3.2637 0.3720 1.4570
H 0.5435 -0.6776 2.3389
H 1.1562 0.5958 4.1949
*
```